The following is a quantum chemistry calculation of a structure of composition C19H25CrN5O7S, from OMol25.

Positions of all 58 atoms, in Å:
H1 -1.164 -1.675 -1.616
H2 3.452 -2.096 -0.132
C1 0.863 2.090 -5.390
H3 0.117 2.736 -7.302
C2 -0.567 1.828 -3.458
C3 1.058 2.444 -6.839
C4 -1.493 2.306 2.283
C5 -3.409 0.824 3.938
C6 -0.385 2.179 -4.792
C7 -0.289 0.231 2.271
H4 -1.719 3.031 4.291
N1 0.645 -0.379 1.967
H5 -4.364 0.305 4.038
N2 3.141 -1.497 0.628
H6 -4.190 2.793 4.392
O1 3.172 -3.674 3.517
Cr1 1.065 -1.819 0.590
H7 0.574 -4.926 1.929
N3 -1.336 0.896 2.665
C8 3.673 -1.950 1.931
C9 2.764 -3.010 2.565
H8 2.603 0.936 -2.705
H9 1.458 1.597 -7.398
H10 -1.233 2.518 -5.375
C10 -2.298 3.011 3.362
H11 3.698 -1.094 2.607
C11 1.940 1.646 -4.621
N4 1.574 -3.066 1.965
C12 0.512 1.387 -2.715
H12 4.685 -2.351 1.854
C13 -3.627 2.297 3.600
C14 0.523 -3.946 2.419
C15 -0.815 -3.298 2.036
O2 -0.749 -2.473 1.036
H13 3.405 -0.541 0.413
H14 1.761 3.271 -6.954
O3 -1.091 1.185 -0.716
H15 -0.502 2.732 2.138
C16 1.772 1.294 -3.296
S1 0.296 0.881 -1.028
C17 0.585 -2.860 -1.975
O4 -1.837 -3.557 2.654
H16 -2.006 2.340 1.318
H17 -2.333 -0.896 3.105
H18 -0.159 -1.110 -2.977
H19 -4.233 2.366 2.690
O5 1.258 -3.094 -0.891
C18 -0.137 -1.511 -1.960
O6 0.531 -3.593 -2.945
H20 -3.119 0.129 1.907
C19 -2.585 0.136 2.864
H21 -2.888 0.737 4.896
O7 1.303 1.565 -0.244
H22 0.568 -4.112 3.498
H23 -1.539 1.885 -2.989
H24 -2.466 4.047 3.059
N5 0.616 -0.663 -1.027
H25 2.921 1.566 -5.075

Summary:
* net charge: -1
* multiplicity: 2
* relative energy (zero: lowest compared OMol25 entry of this formula, charge and spin): 0.000 eV
* gap between HOMO and LUMO (alpha / beta): 7.679 / 7.260 eV
* F_max: 1.0 eV/Å
* HOMO (alpha / beta): -5.18 / -4.76 eV
* ⟨S²⟩: 0.7549

Electronic structure analysis, Mulliken charges in units of e: 0.156 0.298 1.083 0.338 0.003 -1.441 -0.555 -0.807 -0.771 0.568 0.342 -0.109 0.348 -0.299 0.334 -0.782 -0.670 0.277 0.097 -0.592 0.429 0.418 0.322 0.267 -0.832 0.232 -0.801 0.403 -0.841 0.382 -0.652 -0.681 0.488 -0.644 0.263 0.323 -0.784 0.470 -0.412 1.559 0.360 -0.765 0.302 0.245 0.348 0.317 -0.021 -0.217 -0.732 0.203 -0.185 0.316 -0.747 0.343 0.463 0.359 0.326 0.357

***

The following is a quantum chemistry calculation of a cluster of 5 separate species, C19H25F12O12P in total, from OMol25.

Positions of all 69 atoms, in Å:
H1 8.097 -2.955 -2.960
F1 8.822 0.337 -0.197
O1 -6.224 1.271 -6.688
C1 -5.515 3.529 -4.459
H2 -4.961 -3.893 1.490
F2 -5.089 2.161 -9.522
H3 -4.143 -2.898 0.283
O2 4.083 -1.243 5.354
H4 -1.935 -3.845 1.001
F3 -3.336 2.200 -8.246
H5 1.615 -2.723 4.576
H6 0.848 -1.141 4.838
O3 4.684 -0.545 2.987
O4 10.450 -2.639 0.136
O5 9.964 -1.484 -1.744
C2 5.986 -0.652 3.115
H7 10.436 -2.267 -3.544
H8 8.192 -0.912 3.341
F4 -3.149 -0.458 3.758
C3 10.189 -2.656 -2.559
O6 2.395 -1.124 3.448
H9 -4.501 3.927 -4.406
H10 -4.863 2.574 3.761
H11 -6.188 4.903 -5.981
H12 -4.123 -4.663 0.137
O7 -3.973 -3.751 4.093
C4 10.131 -1.643 -0.441
O8 4.135 -3.032 3.558
C5 -3.055 -1.563 4.510
F5 -4.450 0.364 -8.497
O9 -3.863 5.066 0.925
F6 10.959 0.500 0.120
C6 -3.607 2.595 2.015
C7 -3.912 2.999 3.440
C8 -5.473 2.052 -7.194
H13 -5.467 2.454 -4.288
C9 -5.849 4.434 -0.286
F7 -1.812 -1.607 5.018
F8 -5.571 3.865 -1.472
F9 -3.914 -1.458 5.514
H14 0.566 -2.055 3.323
H15 -7.132 3.418 -5.893
O10 -4.684 2.969 1.127
C10 1.291 -1.799 4.093
H16 -2.673 3.031 1.664
H17 -3.528 1.514 1.926
O11 -2.692 -2.750 2.522
H18 -6.114 3.982 -3.676
C11 8.955 -3.528 -2.607
C12 -3.321 -2.839 3.683
H19 -3.127 2.643 4.105
O12 -5.307 3.326 -6.884
P1 3.828 -1.639 3.835
H20 9.119 -4.366 -3.282
F10 9.716 -0.502 1.585
C13 9.894 -0.298 0.281
C14 -4.088 -3.833 0.841
F11 -6.976 3.889 0.179
C15 -2.810 -3.896 1.645
H21 8.716 -3.921 -1.619
F12 -6.060 5.729 -0.486
C16 -6.129 3.831 -5.807
H22 11.052 -3.200 -2.179
H23 -2.747 -4.809 2.234
C17 -4.665 4.214 0.682
C18 7.176 -0.658 3.177
C19 -4.561 1.683 -8.386
H24 -3.980 4.083 3.531
H25 4.268 -0.299 5.456

Summary:
* gap between HOMO and LUMO: 10.339 eV
* F_max: 0.6 eV/Å
* SMILES: C#CO[P@@](=O)(O)OC.CCOC(=O)C(F)(F)F.CCOC(=O)C(F)(F)F.CCOC(=O)C(F)(F)F.CCOC(=O)C(F)(F)F
* HOMO: -10.09 eV

Electronic structure analysis, Mulliken charges in units of e: 0.302 -0.253 -0.507 -0.895 0.314 -0.253 0.292 -0.454 0.322 -0.245 0.382 0.244 -0.386 -0.510 -0.312 -0.245 0.309 0.512 -0.234 -0.229 -0.285 0.302 0.292 0.343 0.382 -0.506 0.330 -0.590 0.904 -0.239 -0.509 -0.261 -0.135 -1.126 0.334 0.318 0.919 -0.238 -0.234 -0.246 0.187 0.336 -0.334 -0.595 0.337 0.234 -0.301 0.292 -1.081 0.307 0.347 -0.307 1.035 0.366 -0.221 0.916 -1.102 -0.249 -0.251 0.314 -0.248 -0.383 0.324 0.355 0.319 -0.143 0.903 0.395 0.340